17
Properties=species:S:1:pos:R:3 method="wB97M-V/def2-TZVPD" total_charge=0 smiles=CC(C)N1CC1 orbital_gap_ev=10.0 e_above_lowest_kj_mol=245.3
C -1.70921 -0.80664 0.38378
C -0.59890 0.22950 0.37947
C -0.80971 1.08499 -0.92360
N 0.62078 -0.66395 0.47431
C 1.57283 -0.07432 -0.42015
C 2.02597 -0.51865 0.89893
H -1.42670 -1.56384 -0.35706
H -1.75594 -1.29617 1.35657
H -2.68349 -0.39715 0.10530
H -0.64891 0.93383 1.21625
H -0.80229 0.49632 -1.85376
H -0.13259 1.93317 -1.07925
H -1.81358 1.52277 -0.85529
H 1.48303 1.00504 -0.49978
H 1.68100 -0.62855 -1.34032
H 2.58394 -1.45630 0.89241
H 2.41377 0.19998 1.62221

***

17
Properties=species:S:1:pos:R:3 method="wB97M-V/def2-TZVPD" total_charge=0 smiles="[H][H].C=CC.CC#N" orbital_gap_ev=10.4 e_above_lowest_kj_mol=276.5
H 5.45064 1.15712 -0.08161
H 4.80406 1.53489 -0.27063
C 0.92369 0.10146 1.10773
C 0.79235 -1.02440 0.37688
C 0.32015 -1.14335 -1.00079
H 0.96875 1.03219 0.54654
H 1.25589 0.03961 2.09045
H 0.75330 -1.98560 0.84759
H -0.23612 -2.06698 -1.02928
H 0.96271 -1.26094 -1.95178
H -0.21058 -0.25213 -1.30219
C -2.54822 0.98453 0.41453
C -2.81480 -0.14664 -0.32805
N -2.87974 -0.99360 -1.11970
H -3.24402 1.16493 1.24635
H -1.53743 1.00996 0.75440
H -2.76063 1.84895 -0.30043

***

17
Properties=species:S:1:pos:R:3 method="wB97M-V/def2-TZVPD" total_charge=0 smiles="C=CCC.C=N" orbital_gap_ev=10.6 e_above_lowest_kj_mol=165.0
C 0.67604 -0.25478 -1.47337
C 0.12876 -0.74604 -0.36775
C 0.76607 -1.85631 0.42065
C 0.47962 -1.70037 1.91149
H 0.29813 0.61719 -1.98754
H 1.54928 -0.72220 -1.91499
H -0.80287 -0.35751 0.03246
H 0.44581 -2.83212 0.03333
H 1.84140 -1.88041 0.23691
H -0.58855 -1.68331 2.11651
H 0.94679 -2.46862 2.52779
H 0.93883 -0.75535 2.21539
C -0.96234 2.87643 -0.64409
N -2.13348 2.45006 -0.85647
H -0.17843 2.16665 -0.39372
H -0.67059 3.92621 -0.70486
H -2.73450 3.22047 -1.15174

***

17
Properties=species:S:1:pos:R:3 method="wB97M-V/def2-TZVPD" total_charge=+1 spin_multiplicity=2 s_squared=0.76 orbital_gap_ev="11.6 / 5.5" e_above_lowest_kj_mol=473.3
C 0.14217 -0.11459 -1.68067
C -0.70220 0.60687 -0.54256
C -0.10620 0.37888 0.81100
C 0.48509 1.39739 1.42267
C -0.53094 -0.88938 1.45863
N 1.04518 -1.22334 -1.04989
H 0.70671 0.72076 -2.15046
H 1.36266 -0.20998 -0.96096
H -0.75764 1.64153 -0.79244
H -1.65612 0.09293 -0.48755
H 0.84719 1.32307 2.44080
H 0.70381 2.33368 0.94219
H -0.41846 -1.75705 0.79233
H -1.59925 -0.78663 1.69446
H -0.02011 -1.07351 2.40127
H 0.97697 -1.87648 -1.85024
H -0.47884 -0.56415 -2.44857

***

18
Properties=species:S:1:pos:R:3 method="wB97M-V/def2-TZVPD" total_charge=+1 orbital_gap_ev=8.9 e_above_lowest_kj_mol=408.9
H 1.02483 -0.19880 -2.80384
N 0.47395 0.32683 -2.04089
N 0.47297 -0.29687 -0.81401
C 1.02913 -1.61457 -0.54408
C -0.12196 0.31747 0.24508
C -0.19281 -0.39984 1.55842
C -0.18175 1.83712 0.16304
C -1.42198 1.02105 -0.08447
H 0.29075 -2.19260 0.08581
H 1.97596 -1.53426 0.11326
H 1.36115 -2.04594 -1.50233
H 0.66335 -0.73263 2.04571
H -0.62974 -1.44856 1.45516
H -0.79449 0.13759 2.19020
H 0.27927 2.22565 -0.80421
H -0.12614 2.46067 1.04045
H -2.22257 1.02652 0.68980
H -1.87992 1.11118 -0.99310

***

18
Properties=species:S:1:pos:R:3 method="wB97M-V/def2-TZVPD" total_charge=+1 smiles="C=C1CC[NH2+][C@H]1N" orbital_gap_ev=10.6 e_above_lowest_kj_mol=122.1
C 2.12151 0.74407 0.11465
C 0.81596 0.41748 0.06084
C -0.22169 1.29451 -0.55664
C -1.41698 0.90497 0.20079
N -1.29864 -0.54287 0.13634
C 0.16526 -0.87374 0.45723
N 0.49067 -1.98818 -0.30725
H 2.87521 0.14783 0.59156
H 2.44021 1.71222 -0.30371
H 0.02909 2.42222 -0.45207
H -0.24985 1.02822 -1.66772
H -1.38785 1.06314 1.27919
H -2.40935 1.09190 -0.15988
H -1.99323 -1.05960 0.69948
H -1.38122 -0.97010 -0.90429
H 0.23933 -1.03200 1.55828
H 0.46555 -2.90556 0.23219
H 1.22669 -1.69421 -1.03320

***

18
Properties=species:S:1:pos:R:3 method="wB97M-V/def2-TZVPD" total_charge=+1 orbital_gap_ev=10.1 e_above_lowest_kj_mol=325.0
C 0.95195 1.28885 0.68525
C -1.20571 1.12411 -0.14493
C 1.12948 -0.17387 0.30813
C -0.85743 -0.38992 -0.30262
C -1.54000 -1.34538 0.56777
N -0.11518 1.92761 0.49046
N 1.90030 -0.23679 -1.02382
H 1.67039 1.74781 1.33746
H -1.56719 1.67492 -1.03074
H -1.95703 1.22100 0.58957
H 1.46452 -0.78329 1.10950
H -0.87257 -0.59921 -1.37454
H -1.02864 -1.21011 1.56056
H -1.43507 -2.31249 0.28907
H -2.55840 -1.17367 0.77800
H 1.66749 0.70319 -1.34860
H 1.41811 -0.96339 -1.68070
H 2.93499 -0.49940 -0.80980

***

18
Properties=species:S:1:pos:R:3 method="wB97M-V/def2-TZVPD" total_charge=+1 orbital_gap_ev=10.3 e_above_lowest_kj_mol=209.0
C -1.65853 0.53441 -0.04232
C -2.79586 1.00966 -0.47425
C -1.63171 -0.89568 0.17490
C 2.37162 0.12688 1.21448
C 1.80572 0.32538 -1.10522
N 1.55262 -0.15439 0.27203
N -0.59241 -1.56986 0.36644
H -3.11514 2.06482 -0.47925
H -3.69965 0.46005 -0.69257
H -0.70349 1.04934 0.23732
H -2.55269 -1.27452 0.37287
H 2.18964 -0.15449 2.25930
H 3.35031 0.59163 1.05248
H 1.38503 1.37695 -1.21113
H 2.89897 0.41485 -1.25309
H 1.35669 -0.36089 -1.73566
H -0.51464 -2.58898 0.65461
H 0.35352 -0.95516 0.38904